# 1
20
Properties=species:S:1:pos:R:3:forces:R:3 method="wB97M-V/def2-TZVPD" total_energy_ev=-11417.3519 smiles="CC(=O)NCCN.O" orbital_gap_ev=10.04 e_above_lowest_kcal_mol=43.0
C 1.356968 1.710348 -1.092385 -0.415 1.090 -0.133
C 1.286864 0.846919 0.133592 2.212 -2.486 0.477
O 2.232827 0.874181 0.929718 -0.540 0.813 -0.132
N 0.491017 -0.275447 0.221924 -0.177 2.516 -1.681
C -0.808537 -0.319682 -0.429674 0.504 -0.321 -1.065
C -1.145319 -1.768409 -0.799144 -1.728 -0.467 0.688
N -2.547632 -2.138949 -0.501555 1.423 -0.646 -0.826
H 2.086332 2.506331 -0.896076 -0.224 -0.307 0.035
H 1.707483 1.153808 -1.962581 0.010 -0.334 0.228
H 0.429581 2.186533 -1.402083 -0.209 -0.046 0.142
H 0.881788 -0.960547 0.841350 -0.516 -0.314 0.284
H -1.513486 0.273038 0.171168 -0.350 -0.807 -0.160
H -0.814446 0.119494 -1.456098 0.602 0.569 1.006
H -1.029701 -1.956206 -1.883116 0.180 0.244 0.563
H -0.467877 -2.456810 -0.303839 0.160 -0.085 0.254
H -2.951438 -1.784456 0.346318 -0.134 0.307 -0.187
H -3.059440 -2.041950 -1.356208 -0.877 0.207 0.375
O 1.202120 1.249875 3.553602 -0.138 -0.086 -0.527
H 1.251988 2.094115 3.095312 0.007 0.343 0.346
H 1.410906 0.687810 2.789770 0.211 -0.191 0.316

=====

# 2
20
Properties=species:S:1:pos:R:3:forces:R:3 method="wB97M-V/def2-TZVPD" total_energy_ev=-11415.2311 orbital_gap_ev=8.68 e_above_lowest_kcal_mol=91.9
C 0.427990 1.270830 -0.720137 0.383 0.043 0.279
C 0.709325 0.315619 -1.833820 -0.336 0.071 -0.123
C -1.839464 1.103414 -0.775155 0.846 0.085 0.498
O 0.613545 2.573314 -0.999131 -0.328 -0.079 -0.243
H 0.523115 2.756844 -1.953318 0.123 -0.057 0.078
H -0.665886 1.040911 -0.103770 -0.692 -0.036 -0.595
H -1.836797 1.398630 -1.819201 0.164 0.023 0.005
H 1.793130 0.210363 -1.930809 -0.016 0.073 0.087
H 0.292722 -0.659699 -1.583067 -0.001 0.019 -0.070
H 0.319899 0.651156 -2.809409 0.024 -0.049 0.006
H -2.251515 0.110840 -0.626661 0.021 -0.006 0.072
H -2.285321 1.870539 -0.145614 -0.160 -0.037 -0.039
C 0.185255 -1.582713 1.538637 0.119 -0.069 -0.076
N 0.180089 -2.513107 2.564666 -0.057 0.054 -0.027
N 1.160897 -0.626989 1.627522 -0.014 0.000 0.028
O -0.619364 -1.631819 0.618179 0.123 0.009 0.218
H 1.067207 0.160286 0.980144 -0.110 -0.085 0.047
H -0.397359 -3.318629 2.386116 0.034 0.063 -0.021
H 1.034621 -2.695103 3.066123 -0.056 0.052 -0.085
H 1.587914 -0.434686 2.518703 -0.067 -0.072 -0.041

=====

# 3
20
Properties=species:S:1:pos:R:3:forces:R:3 method="wB97M-V/def2-TZVPD" total_energy_ev=-11417.5718 smiles="CC(=O)O.CNCN" orbital_gap_ev=9.73 e_above_lowest_kcal_mol=37.9
C 0.989350 2.515198 -0.963767 0.676 1.718 -0.147
C 2.285278 1.742515 -1.063204 0.987 -0.143 -0.254
O 3.311534 2.010328 -0.479553 -0.913 -0.189 -0.389
O 2.187912 0.689911 -1.919291 -0.533 0.147 -0.088
H 0.429700 2.625171 -1.920369 0.564 -0.323 0.689
H 1.268792 3.544381 -0.568063 -0.447 -1.304 -0.527
H 0.366974 2.051271 -0.220435 -0.413 -0.270 0.297
H 3.029888 0.232245 -2.067681 0.055 0.358 0.457
C 0.249616 -1.684528 0.696804 0.610 0.157 0.040
N -0.878977 -1.053475 0.045072 -0.432 -0.598 0.200
C -1.962651 -0.662120 0.959033 0.975 0.734 -0.387
N -2.896071 -1.727761 1.246548 0.997 -0.298 0.225
H 0.980752 -1.966141 -0.083743 -0.316 -0.151 0.512
H 0.752006 -0.969300 1.373279 0.038 -0.301 0.097
H -0.046869 -2.562362 1.291496 0.105 0.195 -0.367
H -0.522657 -0.219621 -0.373689 0.072 0.493 -0.547
H -2.506886 0.064090 0.386633 -0.432 0.683 -0.021
H -1.502966 -0.130411 1.829145 -0.722 -0.703 0.030
H -3.218296 -1.969406 0.317035 -0.377 -0.297 0.001
H -2.316423 -2.529987 1.514750 -0.494 0.090 0.180

=====

# 4
20
Properties=species:S:1:pos:R:3:forces:R:3 method="wB97M-V/def2-TZVPD" total_energy_ev=-11418.0161 smiles="C[C@H](N)CC(N)=O.O" orbital_gap_ev=10.15 e_above_lowest_kcal_mol=27.7
C 1.290959 1.441815 0.168682 0.070 -0.995 0.414
C -0.216289 1.499515 -0.231346 2.090 1.012 -1.078
N -0.824969 2.654850 0.420744 -0.894 -1.142 -0.438
C -0.989103 0.207964 -0.080931 0.156 0.642 1.647
C -0.437879 -0.985689 -0.815481 -1.519 -0.347 -0.785
N -0.871147 -1.111237 -2.122176 -0.040 0.342 -0.724
O 0.149576 -1.886543 -0.260324 0.425 -0.144 0.139
H 1.338772 1.647206 1.240139 0.251 -0.084 0.034
H 1.961295 2.129951 -0.346980 -0.569 0.527 -0.053
H 1.804795 0.486056 -0.006618 -0.514 -0.163 0.112
H -0.152767 1.725953 -1.309506 -0.497 0.102 0.159
H -0.796747 3.411107 -0.224017 0.034 0.892 0.275
H -0.531695 2.855289 1.368143 0.203 0.067 -0.388
H -0.963981 -0.009462 0.994550 0.125 -0.400 -0.139
H -2.044650 0.409760 -0.266526 0.099 -0.151 -0.531
H -0.871594 -1.966347 -2.640613 0.688 -0.720 0.519
H -1.143240 -0.384434 -2.768390 -0.088 0.567 0.936
O 1.414034 -1.923005 2.443814 0.308 -0.153 1.201
H 0.910477 -1.888881 1.636349 -0.044 0.191 -0.923
H 2.222138 -1.407233 2.364770 -0.285 -0.043 -0.376

=====

# 5
20
Properties=species:S:1:pos:R:3:forces:R:3 method="wB97M-V/def2-TZVPD" total_energy_ev=-11418.5458 smiles="CC(C)NC(N)=O.O" orbital_gap_ev=10.05 e_above_lowest_kcal_mol=15.5
C 0.754626 -1.102455 0.814034 -1.015 0.062 -0.571
C 0.041008 0.173293 0.358925 0.767 0.649 0.771
C -1.400864 -0.022251 -0.033431 0.106 -0.959 -0.311
N 0.787655 0.892812 -0.657501 0.525 0.094 -1.158
C 0.834991 0.444013 -1.960229 0.234 0.144 0.691
N 1.193343 1.402027 -2.874435 0.057 0.120 -0.627
O 0.595073 -0.705651 -2.270862 -0.195 -0.057 -0.238
H 0.324254 -1.415041 1.762574 0.310 -0.201 -0.005
H 0.495527 -1.855834 0.070303 0.431 -0.228 0.090
H 1.824426 -0.951966 0.872327 0.160 -0.057 0.096
H 0.071492 0.870391 1.205893 -0.098 0.032 0.016
H -1.988730 -0.202983 0.860590 -0.427 0.366 -0.086
H -1.516006 -0.899856 -0.664563 0.159 -0.284 0.017
H -1.700764 0.780835 -0.688029 -0.552 0.604 0.362
H 0.965642 1.878257 -0.562169 -0.254 -0.051 0.401
H 1.519299 2.330310 -2.675230 -0.090 -0.122 0.325
H 1.285808 1.106272 -3.828218 0.032 -0.180 0.013
O -1.417252 -1.230560 3.187773 -0.169 0.303 0.486
H -0.839753 -0.473720 3.045726 0.067 -0.002 -0.106
H -1.829775 -1.017893 4.036522 -0.047 -0.234 -0.166

=====

# 6
20
Properties=species:S:1:pos:R:3:forces:R:3 method="wB97M-V/def2-TZVPD" total_energy_ev=-11416.3750 orbital_gap_ev=7.98 e_above_lowest_kcal_mol=65.5
N -1.272678 -0.798133 0.741576 0.340 -0.071 0.137
C -1.566342 -0.289192 -0.507354 -2.085 -0.104 -0.289
O -0.886915 -0.893097 -1.547285 0.292 0.194 0.346
C -2.664605 0.468940 -0.744056 0.538 -0.407 0.134
O -3.489316 0.854948 0.320743 0.240 -0.054 -0.145
H -0.270360 -0.839071 0.917280 -0.096 0.186 -0.202
H -1.756406 -0.314111 1.483016 -0.153 0.060 -0.097
H -1.421341 -0.841196 -2.346269 -0.003 0.104 0.096
H -3.076311 0.578869 -1.738645 0.126 0.142 -0.058
H -4.102065 1.530503 0.013681 0.209 -0.049 0.041
C 2.400345 -1.063461 0.721847 0.000 0.206 -0.017
N 1.411071 -0.183157 0.121423 0.562 0.999 -0.391
C 1.786263 1.263424 0.178170 0.237 -1.267 -0.096
H 2.511208 -0.803520 1.775387 0.121 -0.015 0.023
H 3.381697 -1.010617 0.230771 0.051 -0.021 0.135
H 2.032636 -2.087226 0.670348 0.068 -0.082 -0.019
H 1.320782 -0.430479 -0.861591 -0.225 -0.013 0.220
H 1.088303 1.852660 -0.411495 -0.160 -0.036 0.117
H 2.792716 1.415902 -0.236184 -0.003 0.136 0.112
H 1.781318 1.588014 1.218638 -0.057 0.091 -0.045